C28H41N4O3PRhS2 | ωB97M-V/def2-TZVPD

Computed properties:
- ΔE to the lowest compared entry with this formula, charge and spin: 2.244 eV
- HOMO (alpha / beta): -9.79 / -9.79 eV
- Electronic energy: -2784.45682 hartree
- Charge: +1
- M: 679.68 g/mol

Geometry (Å):
Rh: 0.1420 -0.7273 -0.3721
S: 0.2662 -2.9011 -1.3057
S: 1.6667 -0.2190 -2.0402
P: 1.7423 -2.1624 -2.4527
O: -1.0591 -0.9040 -2.3762
O: 3.1370 -2.7498 -1.9973
O: 1.7258 -2.5313 -3.9727
N: 1.8601 -1.2903 0.9322
N: 0.3625 1.3884 0.3517
N: -0.7774 -0.8875 1.5238
N: -2.1913 0.8399 -0.3909
C: -4.0076 2.8548 -0.9792
C: -0.3066 1.5040 1.6723
C: -0.9031 0.1021 3.6778
C: 3.0312 -5.1027 -2.6962
C: -1.4944 -2.1912 3.3836
C: 0.6557 -2.0931 -4.8830
C: -4.4492 1.5915 -0.6212
C: -1.3289 -1.0976 4.2205
C: 4.4683 -2.2479 1.0894
C: 2.9002 -0.4402 1.0603
C: -1.7805 2.0594 -0.7031
C: 3.8955 -3.8686 -2.5377
C: -2.6452 3.1044 -1.0017
C: 1.2143 -0.9902 -5.7508
C: -0.6467 0.1822 2.3158
C: -2.7060 -2.1461 -3.5856
C: 2.5955 0.9906 1.3850
C: -2.7910 0.3609 -3.4905
C: 0.2164 -3.3187 -5.6518
C: -2.3922 -0.9108 -2.7319
C: 3.4000 -3.1214 1.0965
C: 2.1241 -2.6010 0.9899
C: 4.6324 -3.4641 -3.7966
C: 4.2082 -0.8872 1.0897
C: -1.2039 -2.0414 2.0407
C: -3.5023 0.6208 -0.3294
C: -0.2987 2.2818 -0.6347
C: 1.7761 1.8035 0.4097
H: -1.5350 -1.1766 5.2786
H: -1.2999 -2.8634 1.3422
H: -2.2595 4.0854 -1.2447
H: 1.2725 -3.2604 0.9656
H: 5.2034 -2.5521 -3.6317
H: 2.3500 -5.0058 -3.5402
H: 5.4856 -2.6119 1.1214
H: 2.0866 0.9794 2.3531
H: 1.0394 -3.7245 -6.2407
H: 5.0109 -0.1679 1.1620
H: 5.3252 -4.2571 -4.0736
H: 3.5359 1.5156 1.5540
H: 0.2962 2.1072 2.3575
H: 1.5487 -0.1499 -5.1437
H: 3.6719 -5.9656 -2.8736
H: -2.4018 -3.0589 -3.0720
H: -3.8485 0.3651 -3.7593
H: 3.5345 -4.1910 1.1496
H: 3.9436 -3.3026 -4.6218
H: -0.1484 -4.0906 -4.9762
H: -5.5025 1.3607 -0.5566
H: -0.7807 0.9801 4.2958
H: -2.5872 1.2492 -2.8994
H: 2.0522 -1.3503 -6.3485
H: 1.8128 2.8531 0.7289
H: -4.7127 3.6396 -1.2124
H: 2.1895 1.7551 -0.5957
H: -3.0335 -0.9928 -1.8432
H: -3.7746 -2.2108 -3.7929
H: -2.2062 0.4297 -4.4096
H: 0.4373 -0.6352 -6.4268
H: 0.1817 2.0981 -1.6012
H: -0.5907 -3.0517 -6.3318
H: -2.1881 -2.1022 -4.5429
H: -0.1522 -1.7114 -4.2570
H: -3.8077 -0.3702 -0.0134
H: 2.4483 -5.2888 -1.7943
H: -1.8328 -3.1455 3.7576
H: -1.2453 2.0439 1.5408
H: 4.6262 -4.0453 -1.7431
H: -0.1265 3.3312 -0.3625

Here are the Löwdin charges for atoms 1 to 4, given in e: number 1, Rh, carries 0.75; number 2, S, carries 0.51; number 3, S, carries 0.54; number 4, P, carries 0.05

=====

C29H20N5O4Pb | ωB97M-V/def2-TZVPD

Computed properties:
- HOMO: -10.25 eV
- Electronic energy: -1884.43237 hartree
- Charge: +1
- M: 709.71 g/mol

Geometry (Å):
Pb: -0.8220 0.0041 0.0700
O: -1.0101 4.6699 6.6508
O: 1.2157 -0.3191 0.7090
O: -1.0618 -2.3109 -1.5527
O: -0.7869 2.6283 7.2762
N: -0.1895 2.2944 0.9658
N: 0.6048 -0.2736 -1.9263
N: 1.6725 0.3651 -2.1167
N: -0.8491 0.2515 2.6791
N: -0.8138 3.5012 6.4379
C: 3.5426 2.3534 -2.6756
C: 0.0794 -0.9204 -3.0859
C: 4.1808 1.6751 0.9245
C: -0.3123 2.5528 2.2883
C: 0.6057 4.5254 0.6055
C: 4.5474 3.2442 -2.9574
C: -0.0389 3.8221 2.8010
C: -1.3586 -2.6559 -3.9482
C: -0.7023 1.4881 3.1992
C: 5.4495 3.6546 -1.9629
C: -1.0198 -2.2704 -5.2377
C: 0.4353 4.8191 1.9306
C: -0.8609 1.7463 4.5729
C: 0.2586 3.2431 0.1660
C: 2.1921 0.4393 0.2776
C: -1.3473 -0.5902 4.8487
C: -0.2450 4.0848 4.1927
C: 5.3265 3.1518 -0.6942
C: -1.7631 -3.5275 -1.3062
C: -0.8075 -1.9802 -2.8686
C: 3.4006 1.8256 -1.3786
C: -0.1328 -1.2260 -5.4568
C: -0.6408 3.1032 5.0188
C: 0.4199 -0.5575 -4.3797
C: 2.3407 0.9051 -1.0397
C: -1.1492 -0.7495 3.4756
C: 3.1896 0.8108 1.2381
C: -1.2099 0.6563 5.3970
C: 4.3049 2.2341 -0.3852
H: -1.3517 0.8053 6.4553
H: 4.6458 3.6332 -3.9615
H: -1.4519 -2.7979 -6.0754
H: 0.6639 5.8013 2.3203
H: -1.5976 -1.4409 5.4637
H: -2.0403 -3.4765 -3.7973
H: 4.9086 1.9580 1.6752
H: -1.2364 -1.7275 3.0185
H: 6.0158 3.4486 0.0848
H: 0.9851 5.2497 -0.0995
H: 0.3532 2.9890 -0.8809
H: -0.0880 5.0813 4.5822
H: 3.0950 0.3824 2.2259
H: -2.8003 -3.4577 -1.6425
H: 2.8567 2.0474 -3.4518
H: -1.7407 -3.6806 -0.2297
H: -1.2648 -4.3628 -1.8015
H: 0.1312 -0.9330 -6.4615
H: 6.2338 4.3590 -2.1991
H: 1.1227 0.2519 -4.5272

Here are the natural (NBO) charges for atoms 1 to 4, given in e: number 1, Pb, carries 1.48; number 2, O, carries -0.34; number 3, O, carries -0.83; number 4, O, carries -0.53

=====

C3H3NO | ωB97M-V/def2-TZVPD

Computed properties:
- ΔE to the lowest compared entry with this formula, charge and spin: 5.856 eV
- HOMO (alpha / beta): -9.15 / -8.88 eV
- Electronic energy: -245.87632 hartree
- M: 69.06 g/mol

Geometry (Å):
O: -0.3872 1.3619 -0.3247
N: 1.6969 0.4059 0.2454
C: -1.2867 0.6243 0.4239
C: 1.1349 -0.6238 0.0206
C: -0.4353 -0.1319 -0.3568
H: 1.1780 -1.6102 -0.1700
H: -0.5775 -0.6486 -1.3094
H: -1.3231 0.6224 1.4711

Here are the natural (NBO) charges for atoms 1 to 4, given in e: number 1, O, carries -0.42; number 2, N, carries -0.18; number 3, C, carries 0.10; number 4, C, carries -0.06

=====

C36H82Br2IN2O14P4 | ωB97M-V/def2-TZVPD

Computed properties:
- HOMO: -10.40 eV
- Electronic energy: -9394.44782 hartree
- Charge: +1
- M: 1177.66 g/mol

Geometry (Å):
I: 3.3833 3.5913 0.3586
Br: 3.6784 0.1185 0.8696
Br: 8.6046 -3.0440 -3.1768
P: -7.9572 2.8886 6.0478
P: -7.9451 -3.1645 -0.3272
P: 1.3755 0.7545 -8.7163
P: 6.4776 -2.6171 -2.5045
O: -8.6129 -2.0868 0.4965
O: -7.6342 2.9214 7.6890
O: -8.3563 3.4347 4.5230
O: -8.9224 -4.3927 0.2893
O: -6.9619 1.8617 5.6269
O: -6.8179 -2.0782 -0.9585
O: 2.8120 -0.1099 -8.9089
O: 5.5531 -2.5030 -3.8826
O: 1.7099 1.2613 -7.3365
O: -0.0545 1.6349 -8.8097
O: -9.4635 2.2567 6.2890
O: 5.3714 -0.8482 -0.8925
O: 0.5183 -0.6568 -8.6499
O: -8.6768 -3.3219 -1.8034
N: 6.5611 1.5267 -1.9964
N: 7.4132 0.2510 -3.7700
C: 0.3453 -1.7101 5.4071
C: 6.4774 -0.8780 -1.7791
C: 5.6979 1.6470 -0.7175
C: -6.4858 -1.9994 -2.3379
C: 6.1727 5.0579 0.4078
C: -0.2839 -2.9476 4.7112
C: 3.0554 -1.2701 -8.1341
C: -1.2989 1.0877 -9.2312
C: 6.1422 0.6617 4.1528
C: 3.9030 -0.6000 4.4839
C: 0.4582 -1.5202 -9.7920
C: 4.7459 0.4119 -0.7480
C: -2.7934 -3.1336 4.2328
C: -10.3062 -4.4296 -0.0193
C: 2.5909 -0.4437 5.2800
C: 6.6725 0.5836 2.7134
C: -8.6460 2.9080 8.6895
C: -5.4762 -1.5033 2.8364
C: 5.9094 2.3821 -5.4485
C: 4.7881 2.6758 -6.4690
C: -4.7367 -1.4291 4.1931
C: 1.8909 -1.8029 5.5339
C: 6.7947 1.6043 0.3993
C: 4.6064 0.7627 4.3021
C: 6.3399 0.2728 -2.7869
C: 6.9764 0.0352 -5.1521
C: -8.5099 -4.5213 -2.5644
C: -6.7439 -0.6350 2.8340
C: -1.6801 -3.3345 5.2894
C: -9.1062 2.5627 3.6820
C: -3.2155 -1.6430 4.0801
C: 6.3920 1.8673 1.8723
C: 6.0920 4.2182 -0.8724
C: 5.0299 3.0463 -0.9015
C: 6.9111 1.3242 -5.9871
C: -10.6153 3.1040 6.2531
H: 2.8624 -0.0019 6.2436
H: -1.9215 -2.7587 6.1856
H: -5.7662 -2.5434 2.6316
H: -0.3396 -2.7973 3.6304
H: -7.3045 -0.7364 3.7679
H: 5.3926 1.9861 -4.5581
H: 7.5802 2.3263 0.1463
H: 4.2156 1.7757 -6.7030
H: 4.1092 1.3483 3.5227
H: 4.0945 -1.2325 -7.8041
H: -7.9788 -5.2914 -2.0034
H: 0.7455 -2.5242 -9.4828
H: 5.4148 0.2874 -3.3604
H: 3.6195 -1.0572 3.5259
H: -1.6799 0.4004 -8.4773
H: -7.3698 -0.9103 1.9717
H: 5.3539 2.1234 2.0627
H: 6.2903 -0.2946 2.1782
H: -11.3373 2.6773 5.5583
H: 4.6119 3.0830 -1.9151
H: 0.0655 -0.8233 4.8237
H: -10.6708 -3.4820 -0.4095
H: 7.4598 -0.7596 -1.2887
H: -8.6721 2.5986 2.6840
H: 0.3711 -3.7938 4.9527
H: 5.8155 4.9027 -1.6815
H: -2.8091 -1.2234 3.1532
H: -3.6743 -3.6927 4.5708
H: 5.4401 5.8631 0.4499
H: 6.1479 4.4944 1.3404
H: 7.7292 -0.6001 -5.6360
H: 3.9770 0.5871 -1.5098
H: 6.4415 -0.2711 4.6451
H: -5.6354 -1.3242 -2.4331
H: -7.9580 -4.2936 -3.4777
H: 6.5945 1.4854 4.7141
H: -2.7484 -1.0995 4.9127
H: -1.6759 -4.4097 5.4969
H: 5.2527 3.1008 -7.3614
H: 6.4447 3.2922 -5.1589
H: 7.9014 1.7380 -6.1970
H: -1.2152 0.5936 -10.1978
H: -2.0019 1.9136 -9.3330
H: 2.2585 -2.5993 4.8784
H: -9.1290 1.9324 8.7214
H: -6.4618 0.4205 2.7459
H: 4.1155 3.3973 -5.9969
H: -10.4944 -5.2242 -0.7457
H: 7.0918 3.8510 -1.1306
H: 7.0769 2.6121 2.2870
H: 7.7610 0.4335 2.7683
H: -10.3672 4.1188 5.9394
H: 2.0813 -2.0995 6.5713
H: -9.3795 3.6971 8.5322
H: -8.1601 3.0836 9.6486
H: 7.1451 5.5703 0.3912
H: -5.1792 -2.1408 4.8980
H: 6.0232 -0.4908 -5.2719
H: -6.1943 -2.9699 -2.7386
H: -10.8383 -4.6789 0.8977
H: -10.1310 2.9335 3.6041
H: 4.4207 1.2986 5.2426
H: 7.5589 1.5340 -1.7729
H: 6.5281 1.0118 -6.9689
H: -7.3204 -1.5842 -2.9017
H: -0.1267 -1.5940 6.3871
H: 2.3974 -1.3396 -7.2699
H: -4.7804 -1.1921 2.0485
H: 7.2914 0.6256 0.3614
H: -9.1094 1.5357 4.0385
H: 6.4241 2.3074 -2.6482
H: -0.5674 -1.5572 -10.1601
H: 1.8917 0.1829 4.7177
H: 2.9338 -2.1564 -8.7610
H: -11.0712 3.1329 7.2436
H: 4.5738 -1.3079 4.9837
H: 8.1551 -0.3739 -3.4780
H: 6.0085 -3.0459 -4.5485
H: 1.1179 -1.1856 -10.5933
H: -9.4944 -4.8933 -2.8449
H: -2.4726 -3.5718 3.2815
H: -4.8997 -0.4208 4.5939

Here are the Löwdin charges for atoms 1 to 4, given in e: number 1, I, carries 1.01; number 2, Br, carries 0.85; number 3, Br, carries 0.30; number 4, P, carries 0.63

=====

C3H5NOS2 | ωB97M-V/def2-TZVPD

Computed properties:
- ΔE to the lowest compared entry with this formula, charge and spin: 3.686 eV
- HOMO (alpha / beta): -5.77 / -9.71 eV
- Expectation value of S²: 2.020
- Electronic energy: -1043.42764 hartree
- Spin multiplicity: 3
- M: 135.21 g/mol

Geometry (Å):
S: -2.7981 -0.7549 0.0382
S: -1.0853 0.2517 -0.0633
O: -1.2304 1.6435 -0.4193
N: 1.3402 0.3798 0.7654
C: 0.0914 0.2490 1.3437
C: 0.1922 -0.5351 -1.1520
C: 1.3718 -0.0059 -0.4269
H: -0.0077 -0.5704 2.2149
H: -0.3095 1.1533 1.8712
H: 0.0287 -1.6169 -1.1108
H: 2.3420 0.0665 -0.7700
H: 0.0646 -0.2605 -2.2910

Here are the natural (NBO) charges for atoms 1 to 4, given in e: number 1, S, carries -0.32; number 2, S, carries 1.52; number 3, O, carries -0.90; number 4, N, carries -0.20

=====

C12H25Cl5N2O | ωB97M-V/def2-TZVPD

Computed properties:
- HOMO: -8.97 eV
- Electronic energy: -2957.89064 hartree
- Structure (SMILES): NCCCCC[C@H](CCCCl)OCCN.ClC(Cl)(Cl)Cl
- M: 390.61 g/mol

Geometry (Å):
Cl: 1.6463 1.4129 4.9532
Cl: 0.5349 -0.5866 1.7415
Cl: 3.1596 3.2941 6.5403
Cl: 4.1514 2.4433 3.9691
Cl: 1.8429 4.1619 4.1231
O: -2.0838 0.1782 -0.4685
N: -4.2681 -1.3823 0.4193
N: 2.2701 -3.6432 0.1746
C: 2.5519 -2.5881 -0.8096
C: 1.3079 -0.8640 -2.2934
C: 2.7004 2.8282 4.9029
C: 0.5286 2.1178 1.0407
C: -0.0951 -0.2189 -2.3682
C: -0.9513 1.9410 0.6899
C: 1.3399 -2.2910 -1.7046
C: -3.2189 0.0194 -1.2934
C: -1.3614 1.3763 -0.6871
C: 1.4076 0.8609 1.1835
C: -3.8322 -1.3442 -0.9747
C: -0.2350 1.1842 -1.7432
H: -3.9557 0.8105 -1.0811
H: -0.3686 -0.1329 -3.4288
H: 3.3829 -2.9350 -1.4353
H: 1.7123 -0.9083 -3.3147
H: 0.4206 -2.4839 -1.1376
H: -3.4695 -1.4080 1.0349
H: 2.7114 -3.4340 1.0569
H: -2.0666 2.1072 -1.1185
H: 1.0060 2.7824 0.3051
H: 0.5607 2.6502 1.9992
H: -1.4104 2.9345 0.7881
H: -2.9379 0.0661 -2.3601
H: -0.8264 -0.8986 -1.9277
H: -4.7083 -1.4911 -1.6203
H: -3.1009 -2.1287 -1.2249
H: 2.8917 -1.6596 -0.3270
H: 1.3399 -3.0102 -2.5355
H: 1.2780 -3.6837 0.3596
H: 2.1931 1.0444 1.9266
H: -1.4316 1.3127 1.4515
H: 1.9986 -0.2171 -1.7406
H: -4.8148 -2.2111 0.5963
H: -0.4447 1.8883 -2.5610
H: 0.7359 1.5078 -1.3473
H: 1.9084 0.5981 0.2468

Here are the natural (NBO) charges for atoms 1 to 4, given in e: number 1, Cl, carries 0.06; number 2, Cl, carries -0.08; number 3, Cl, carries 0.06; number 4, Cl, carries 0.05

=====

C20H55F2NO12S9 | ωB97M-V/def2-TZVPD

Computed properties:
- HOMO: -8.56 eV
- Electronic energy: -5535.81355 hartree
- M: 828.25 g/mol

Geometry (Å):
S: 2.0242 0.9890 -2.2146
S: 4.3829 -3.4369 1.0367
S: -10.8974 -2.8805 1.1540
S: -5.5583 -2.0394 0.7771
S: 3.8258 1.6884 -6.0088
S: -7.9730 3.1569 1.4843
S: 6.5580 -0.8303 -6.6997
S: 4.9264 1.4256 4.7461
S: 1.1204 0.8031 4.6313
F: -1.9029 -0.0155 -0.3685
F: -6.2865 -2.4658 2.0777
O: -6.5718 -1.6166 -0.1304
O: -12.3068 -2.5389 1.4758
O: -4.9043 -3.1743 0.2626
O: 3.0125 2.5292 -5.0785
O: -7.3453 4.4214 1.0232
O: 3.7679 1.4328 5.6782
O: -4.0708 -1.2255 3.1642
O: 0.7901 0.0430 3.3870
O: 1.7713 -0.0077 -1.1358
O: 2.9647 -3.3094 1.4477
O: -4.5977 -0.7804 0.9809
O: 5.6318 -0.0619 -7.5775
N: -2.4651 -0.4180 1.8252
C: 2.8097 0.2765 -6.4681
C: -7.4077 1.8470 0.3892
C: 3.7359 1.5192 -2.0662
C: 0.9340 2.5500 4.2474
C: 4.9108 2.9884 3.8541
C: 5.3619 -3.6016 2.5383
C: 1.2983 2.5434 -1.6855
C: -0.0847 -2.7507 1.1927
C: 4.9541 -1.7843 0.6135
C: -9.6767 3.1622 0.9044
C: -3.7346 -0.8663 2.0948
C: -1.8574 -0.9984 0.6212
C: -0.3159 0.6988 5.7143
C: 3.7893 2.4878 -7.6169
C: -10.0352 -3.1247 2.7145
C: -10.0624 -1.3492 0.7185
C: 8.0211 -1.2063 -7.6738
C: -0.3879 -1.2677 0.9173
C: 5.9374 -2.5159 -6.6205
C: 6.3976 1.7807 5.7202
H: 3.3185 -0.2974 -7.2383
H: 0.2168 2.4211 -1.6667
H: 4.4263 -1.4658 -0.2844
H: 6.2418 2.6862 6.3069
H: 7.2532 1.9023 5.0553
H: 1.0489 3.1357 5.1591
H: 1.8394 0.6220 -6.8262
H: -9.7021 3.3645 -0.1666
H: 4.8507 3.8173 4.5601
H: -0.1636 1.3441 6.5795
H: -10.2118 3.9468 1.4357
H: 4.0377 2.9987 3.2049
H: -8.9703 -3.2584 2.5231
H: 0.9735 -2.8314 1.4506
H: 4.3361 3.4258 -7.5404
H: 5.1223 -4.5602 2.9940
H: 2.6705 -0.3419 -5.5817
H: 5.8129 3.0708 3.2476
H: -1.9095 -0.6234 2.6481
H: 8.6718 -1.8718 -7.1066
H: -0.0442 2.7296 3.7996
H: 4.3754 0.6744 -2.3189
H: 1.6546 2.7961 -0.6861
H: 5.7768 -2.8993 -7.6284
H: 4.9920 -2.5035 -6.0808
H: 0.2579 -0.9094 0.1116
H: -10.2264 -0.6048 1.4999
H: 8.5421 -0.2724 -7.8749
H: -1.2152 0.9985 5.1731
H: 2.7565 2.6872 -7.9042
H: -0.2434 -3.3730 0.3073
H: -10.4793 -0.9864 -0.2192
H: 3.9350 1.8373 -1.0413
H: -7.9404 0.9237 0.6204
H: -2.3924 -1.8815 0.2652
H: -0.6397 -3.1191 2.0645
H: 6.0273 -1.8083 0.4186
H: 7.7286 -1.6728 -8.6146
H: 6.4224 -3.5732 2.2853
H: 3.9180 2.3362 -2.7636
H: -10.1387 2.1981 1.1198
H: -0.0719 -0.7171 1.8132
H: -0.4143 -0.3338 6.0433
H: 4.2712 1.8417 -8.3480
H: -10.1986 -2.2652 3.3652
H: 6.6516 -3.1415 -6.0854
H: -7.5792 2.1311 -0.6491
H: 1.5654 3.3258 -2.3962
H: -8.9895 -1.5336 0.5981
H: 4.7297 -1.0963 1.4295
H: -10.4357 -4.0206 3.1845
H: -6.3420 1.7010 0.5544
H: 1.7127 2.8254 3.5398
H: 6.5718 0.9385 6.3867
H: 5.1148 -2.7951 3.2295

Here are the Löwdin charges for atoms 1 to 4, given in e: number 1, S, carries 0.81; number 2, S, carries 0.82; number 3, S, carries 0.81; number 4, S, carries 0.60

=====

C5H12N2 | ωB97M-V/def2-TZVPD

Computed properties:
- ΔE to the lowest compared entry with this formula, charge and spin: 1.838 eV
- HOMO (alpha / beta): -13.13 / -13.13 eV
- Expectation value of S²: 0.759
- Electronic energy: -306.88367 hartree
- Spin multiplicity: 2
- Charge: +1
- M: 100.16 g/mol

Geometry (Å):
N: -2.0360 0.4828 0.8166
N: 2.1249 1.3062 0.3631
C: -1.3497 -0.1160 -0.2493
C: 1.6043 -1.1725 0.2683
C: -1.8016 -1.2820 -0.9084
C: -0.0432 0.4923 -0.7355
C: 1.1044 0.2705 0.2912
H: 0.2719 0.2778 -1.7796
H: 2.9405 1.0522 0.8573
H: 2.4635 -1.1727 0.9631
H: 1.8528 -1.5226 -0.6977
H: -1.6291 1.3732 1.1348
H: -2.3110 -2.0575 -0.3442
H: 2.5339 1.5002 -0.5498
H: -2.0145 -1.2764 -1.9934
H: -2.9076 0.0698 1.1489
H: 0.6067 0.3923 1.2430
H: 0.7449 -1.8605 0.6036
H: -0.2595 1.5479 -0.8419

Here are the natural (NBO) charges for atoms 1 to 4, given in e: number 1, N, carries -0.65; number 2, N, carries -0.82; number 3, C, carries 0.38; number 4, C, carries -0.62